[1]
# C14H7ClNO8SbSe4Zn

A molecular structure, C14H7ClNO8SbSe4Zn at a distorted geometry (wB97M-V/def2-TZVPD, the OMol25 dataset).

Geometry (Å):
Zn (0.085, -0.074, 0.275)
Cl (-4.243, -6.069, -0.691)
C (-3.100, -4.826, -0.233)
C (-2.226, -5.062, 0.842)
C (-1.331, -4.104, 1.221)
C (-1.253, -2.837, 0.556)
O (-0.414, -1.964, 0.927)
C (-2.160, -2.631, -0.537)
C (-2.175, -1.400, -1.271)
O (-1.515, -0.385, -1.076)
C (-3.060, -3.644, -0.913)
H (-2.270, -6.014, 1.355)
H (-0.646, -4.276, 2.042)
H (-2.890, -1.384, -2.117)
H (-3.725, -3.471, -1.752)
O (2.519, 5.231, -3.557)
C (1.565, 5.363, -2.771)
O (0.840, 6.344, -2.510)
C (1.200, 4.063, -1.957)
C (0.303, 4.136, -0.898)
C (-0.013, 2.985, -0.197)
N (0.504, 1.801, -0.522)
C (1.371, 1.717, -1.535)
C (1.756, 2.830, -2.268)
C (1.929, 0.311, -1.802)
O (2.691, 0.143, -2.747)
O (1.536, -0.581, -0.964)
H (-0.137, 5.089, -0.640)
H (-0.690, 2.982, 0.649)
H (2.478, 2.726, -3.065)
O (0.487, 0.131, 2.967)
O (-0.477, 0.660, 2.027)
Se (3.014, -1.113, 6.212)
Sb (2.424, 0.698, 4.741)
Se (3.529, 0.569, 2.427)
Se (2.326, 2.941, 5.606)
Se (1.766, -0.888, 2.178)

Calculated values
ΔE to the lowest compared entry with this formula, charge and spin   25.8 kcal per mole
Total charge   -2
Kohn-Sham gap   4.997 eV
Molecular weight   855.65 g/mol
Lowest unoccupied orbital energy   1.72 eV

Results of the Löwdin charge analysis, in e, for atoms 1 through 5: atom 1 (Zn): 0.5408, atom 2 (Cl): 0.5873, atom 3 (C): -0.6891, atom 4 (C): -0.1155, atom 5 (C): 0.0010

[2]
# C14H7N2O6Pt

A molecular structure, C14H7N2O6Pt (wB97M-V/def2-TZVPD, the OMol25 dataset).

Geometry (Å):
Pt (0.068, 1.019, 1.209)
O (4.697, -1.792, 3.976)
C (3.775, -1.227, 3.444)
C (2.311, -1.662, 3.478)
O (1.873, -2.645, 4.036)
C (1.608, -0.660, 2.677)
C (2.489, 0.312, 2.203)
O (2.053, 1.294, 1.465)
C (3.859, 0.054, 2.619)
O (4.871, 0.679, 2.369)
O (0.346, -0.609, 2.389)
O (-1.896, 0.656, 1.009)
C (-2.787, 1.454, 0.517)
C (-4.144, 1.049, 0.657)
C (-5.188, 1.797, 0.184)
C (-4.954, 3.017, -0.470)
C (-3.655, 3.434, -0.621)
C (-2.561, 2.689, -0.152)
C (-1.214, 3.187, -0.373)
N (-0.096, 2.636, 0.067)
C (0.967, 3.404, -0.360)
C (0.483, 4.436, -1.089)
N (-0.888, 4.293, -1.087)
H (-4.310, 0.109, 1.168)
H (-6.203, 1.443, 0.320)
H (-5.773, 3.616, -0.843)
H (-3.482, 4.382, -1.120)
H (1.974, 3.138, -0.089)
H (0.975, 5.243, -1.599)
H (-1.542, 4.895, -1.550)

Calculated values
Total charge   -1
Kohn-Sham gap   6.604 eV
Molecular weight   494.30 g/mol
Lowest unoccupied orbital energy   2.28 eV

Results of the Löwdin charge analysis, in e, for atoms 1 through 5: atom 1 (Pt): 1.2299, atom 2 (O): 0.1172, atom 3 (C): -0.2588, atom 4 (C): -0.2912, atom 5 (O): 0.0934

[3]
# C14H8F5N2S6Zn

A molecular structure, C14H8F5N2S6Zn (wB97M-V/def2-TZVPD, the OMol25 dataset).

Geometry (Å):
Zn (0.087, -0.471, 0.671)
S (-3.937, -5.403, 3.766)
C (-2.925, -4.290, 3.065)
S (-2.441, -4.341, 1.418)
C (-1.438, -2.909, 1.397)
C (-1.342, -2.250, 2.577)
S (-0.434, -0.790, 2.905)
S (-2.242, -2.954, 3.900)
S (-0.700, -2.481, -0.134)
C (-1.833, 4.285, -1.556)
C (-2.007, 2.957, -0.903)
C (-3.123, 2.327, -0.394)
C (-2.670, 1.095, 0.114)
N (-1.360, 0.988, -0.084)
N (-0.979, 2.122, -0.696)
C (-3.440, 0.015, 0.791)
H (-2.805, 4.713, -1.790)
H (-1.267, 4.198, -2.484)
H (-1.304, 4.981, -0.903)
H (-4.132, 2.701, -0.392)
H (0.007, 2.230, -0.904)
H (-4.510, 0.194, 0.700)
H (-3.173, -0.030, 1.848)
H (-3.196, -0.952, 0.353)
F (6.412, -1.769, -2.290)
C (5.371, -1.155, -1.717)
C (4.586, -1.820, -0.790)
F (4.881, -3.080, -0.459)
C (3.510, -1.176, -0.204)
F (2.808, -1.858, 0.701)
C (3.166, 0.137, -0.514)
S (1.828, 0.998, 0.223)
C (3.985, 0.777, -1.442)
F (3.734, 2.044, -1.800)
C (5.066, 0.156, -2.039)
F (5.815, 0.815, -2.932)

Calculated values
Total charge   -1
Kohn-Sham gap   6.432 eV
Molecular weight   557.01 g/mol
Lowest unoccupied orbital energy   2.32 eV

Results of the Löwdin charge analysis, in e, for atoms 1 through 5: atom 1 (Zn): 0.1054, atom 2 (S): 0.4314, atom 3 (C): -1.5408, atom 4 (S): 0.8702, atom 5 (C): -1.1695

Number 1: energy -13279.9898 Ha. Number 2: energy -1218.0953 Ha. Number 3: energy -5315.7719 Ha.